Here is a 7-piece molecular cluster, C28H42O21 overall at a distorted geometry from OMol25. Energies are from the ωB97M-V functional and the def2-TZVPD basis.

Calculated values
LUMO ... 0.04 eV
Highest occupied orbital energy ... -10.68 eV
Maximum force ... 0.0306 Eh/bohr
Energy ... -72716.4656 eV
SMILES string ... C[C@H]1COC(=O)O1.C[C@H]1COC(=O)O1.C[C@H]1COC(=O)O1.C[C@H]1COC(=O)O1.C[C@H]1COC(=O)O1.C[C@H]1COC(=O)O1.C[C@H]1COC(=O)O1

Structure (XYZ):
```
91
C28H42O21 (the ωB97M-V functional and the def2-TZVPD basis)
C -7.888 19.873 -13.213
C -8.683 18.578 -13.431
C -9.304 18.380 -14.830
O -9.010 17.008 -15.106
C -8.048 16.556 -14.284
O -7.638 15.438 -14.308
O -7.796 17.450 -13.312
H -8.112 20.606 -13.989
H -6.816 19.707 -13.144
H -8.194 20.322 -12.268
H -9.461 18.557 -12.668
H -8.854 19.047 -15.561
H -10.384 18.470 -14.772
C -10.756 12.907 -11.296
C -9.675 12.243 -12.129
C -8.359 13.027 -12.236
O -7.346 12.085 -11.867
C -7.907 11.031 -11.242
O -7.318 10.195 -10.644
O -9.248 11.022 -11.435
H -11.760 12.684 -11.644
H -10.564 13.981 -11.248
H -10.671 12.547 -10.270
H -9.979 11.855 -13.099
H -8.261 13.929 -11.633
H -8.155 13.285 -13.274
C -8.921 12.932 -22.494
C -7.703 13.719 -22.057
C -7.036 14.590 -23.133
O -6.647 15.757 -22.396
C -7.329 15.817 -21.249
O -7.373 16.728 -20.485
O -8.012 14.660 -21.036
H -9.652 12.939 -21.685
H -8.675 11.923 -22.807
H -9.427 13.426 -23.332
H -6.971 12.980 -21.714
H -7.755 14.876 -23.902
H -6.149 14.123 -23.546
C -16.625 12.896 -15.686
C -15.462 13.343 -14.824
C -14.215 13.788 -15.624
O -13.860 15.044 -15.052
C -14.893 15.513 -14.310
O -14.939 16.601 -13.839
O -15.847 14.570 -14.181
H -16.687 11.813 -15.811
H -16.575 13.333 -16.683
H -17.573 13.185 -15.233
H -15.165 12.561 -14.126
H -14.451 13.915 -16.681
H -13.389 13.094 -15.495
C -4.910 14.358 -16.931
C -5.423 14.729 -18.309
C -4.656 15.904 -18.950
O -4.263 15.385 -20.211
C -4.459 14.059 -20.278
O -4.066 13.341 -21.144
O -5.142 13.635 -19.191
H -5.047 15.185 -16.241
H -3.850 14.152 -17.096
H -5.370 13.415 -16.646
H -6.497 14.898 -18.340
H -3.777 16.207 -18.381
H -5.326 16.754 -19.061
C -9.281 7.395 -16.871
C -10.488 6.681 -16.341
C -11.260 7.339 -15.185
O -12.550 7.583 -15.723
C -12.626 7.222 -17.018
O -13.580 7.368 -17.712
O -11.469 6.653 -17.406
H -8.897 7.003 -17.810
H -8.479 7.553 -16.152
H -9.605 8.410 -17.141
H -10.321 5.619 -16.146
H -10.793 8.219 -14.741
H -11.403 6.672 -14.330
C -9.197 14.694 -17.957
C -9.199 13.858 -16.690
C -10.333 14.022 -15.664
O -10.888 12.722 -15.531
C -10.188 11.821 -16.256
O -10.390 10.650 -16.236
O -9.306 12.448 -17.045
H -10.211 15.078 -18.093
H -8.923 14.092 -18.816
H -8.520 15.538 -17.853
H -8.250 13.931 -16.157
H -11.125 14.694 -16.005
H -9.988 14.421 -14.713
```

Here is a 7-piece molecular cluster, C28H42O5S3 overall at a distorted geometry from OMol25. Energies are from the ωB97M-V functional and the def2-TZVPD basis.

Calculated values
LUMO ... 0.04 eV
Highest occupied orbital energy ... -8.94 eV
Maximum force ... 0.1800 Eh/bohr
Energy ... -72454.4622 eV

Structure (XYZ):
```
78
C28H42O5S3 (the ωB97M-V functional and the def2-TZVPD basis)
C 19.854 -17.912 18.040
S 18.849 -17.517 19.567
O 18.588 -16.014 19.553
C 17.227 -18.225 19.130
H 19.251 -17.775 17.142
H 20.175 -18.952 18.082
H 20.627 -17.143 18.051
H 16.678 -18.398 20.055
H 17.362 -19.147 18.563
H 16.785 -17.501 18.445
C 14.400 -13.801 34.366
S 14.268 -15.135 33.120
O 12.777 -15.454 33.037
C 14.647 -14.090 31.653
H 15.453 -13.552 34.497
H 14.032 -14.296 35.265
H 13.843 -12.868 34.282
H 14.476 -14.678 30.751
H 15.707 -13.838 31.666
H 14.049 -13.183 31.566
C 23.893 -14.546 21.114
S 25.312 -15.518 20.685
O 25.166 -15.736 19.190
C 24.721 -17.169 21.374
H 23.912 -14.491 22.202
H 23.006 -15.032 20.707
H 23.909 -13.648 20.495
H 23.636 -17.072 21.387
H 25.136 -17.204 22.381
H 25.045 -18.017 20.771
C 24.541 -14.515 27.145
C 25.807 -14.524 26.520
C 26.668 -13.478 26.758
C 26.309 -12.400 27.544
C 24.925 -12.245 27.872
C 24.080 -13.337 27.779
H 23.982 -15.439 27.104
H 26.133 -15.373 25.938
H 27.649 -13.566 26.316
H 27.052 -11.640 27.731
H 24.727 -11.327 28.404
H 23.154 -13.391 28.331
C 23.057 -7.282 21.270
C 22.904 -7.552 22.579
C 24.083 -7.474 23.351
C 25.260 -6.953 22.772
C 25.424 -6.693 21.420
C 24.283 -6.940 20.701
H 22.253 -7.487 20.580
H 21.957 -7.798 23.035
H 24.008 -7.763 24.388
H 26.112 -6.765 23.408
H 26.395 -6.545 20.973
H 24.265 -6.951 19.622
C 17.209 -5.277 27.479
C 17.212 -3.934 27.308
C 16.402 -3.160 28.057
C 15.553 -3.800 28.982
C 15.680 -5.164 29.220
C 16.525 -5.957 28.461
H 17.866 -5.861 26.852
H 17.828 -3.476 26.548
H 16.471 -2.120 27.773
H 14.941 -3.216 29.653
H 15.000 -5.601 29.935
H 16.595 -7.028 28.578
O 17.463 -10.289 23.459
C 17.600 -11.156 24.431
O 17.554 -10.754 25.664
C 17.783 -11.811 26.483
C 17.599 -13.069 25.703
C 17.963 -12.614 24.264
H 17.069 -11.742 27.304
H 18.799 -11.803 26.878
H 16.558 -13.286 25.466
H 18.312 -13.871 25.894
H 17.455 -13.131 23.450
H 19.023 -12.759 24.055
```

Which value of maximum force does entry 2 give?
0.1800 Eh/bohr

Number 1 is which compound?
C28H42O21